No. 1
DFT (ωB97M-V/def2-TZVPD) results for a 2-piece molecular cluster, C4H5P overall.

Molar mass in g/mol: 84.058
HOMO level (alpha / beta) in eV: -8.7 / -8.1
Lowest unoccupied orbital energy (alpha / beta) in eV: -1.16 / 0.09
Energy relative to the best compared isomer or geometry (same formula, charge and spin) in eV: 6.2621
Multiplicity: 1
Orbital gap (alpha / beta) in eV: 7.558 / 8.178

Geometry (Å):
1 C 0.729110 -0.477495 -0.453764
2 C -0.672492 1.773618 0.988855
3 C 1.054094 0.697087 0.083076
4 C -0.311797 -1.575397 -0.615151
5 P 1.378077 -1.880599 -1.239138
6 H -0.596683 2.841009 1.045891
7 H -1.416496 1.026673 0.738421
8 H 1.882922 1.183984 0.387254
9 H -0.818950 -2.104197 0.312989
10 H -1.227787 -1.484682 -1.248433

Atomic forces in eV per Å
-0.064 0.004 0.500
3.472 -2.991 -1.915
-6.428 0.008 1.114
-2.373 -0.072 1.556
0.218 -0.473 -0.196
-0.293 0.154 -0.026
-0.367 0.712 0.245
2.757 1.260 0.288
1.863 1.025 -1.290
1.215 0.374 -0.276

=====

No. 2
DFT (ωB97M-V/def2-TZVPD) results for C4H6AgBr2FNO2 as an isolated structure.

Molar mass in g/mol: 386.771
HOMO level in eV: -13.2
Lowest unoccupied orbital energy in eV: -5.70
Charge: +1
Multiplicity: 1
Orbital gap in eV: 7.458

Geometry (Å):
1 C -1.180158 1.398040 -0.065185
2 C -1.371580 -0.048917 -0.496073
3 Br -0.861336 -0.240475 -2.367546
4 C -0.741575 -1.055195 0.469264
5 Br -0.627052 -2.868047 -0.223682
6 N 0.508496 -0.542738 1.031872
7 F 1.096311 -1.553103 1.816616
8 C 1.534922 -0.245614 0.069921
9 O 2.069865 0.855100 0.122372
10 O 1.881902 -1.174703 -0.782546
11 H -2.027523 2.000114 -0.345443
12 H -0.333506 1.824566 -0.586722
13 H -0.979076 1.486075 0.992010
14 H -2.425529 -0.265951 -0.491858
15 H -1.425972 -1.154254 1.294864
16 H 2.070233 -0.772490 -1.642529
17 Ag 2.811579 2.357593 1.204666

Atomic forces in eV per Å
0.387 0.108 -0.273
-0.068 0.142 0.110
0.113 0.050 0.000
0.221 -0.325 -0.281
-0.173 0.021 0.027
0.161 -0.395 -0.158
-0.080 0.102 0.018
0.548 0.346 0.092
-0.793 -1.769 -1.461
-0.773 0.244 0.390
-0.379 0.125 -0.003
0.275 0.139 -0.064
-0.245 -0.009 0.390
-0.303 -0.291 -0.110
-0.059 0.075 0.445
0.557 0.002 -0.211
0.611 1.435 1.093

=====

Number 2 is which compound? C4H6AgBr2FNO2